ORCA calculation (ωB97M-V/def2-TZVPD) on a single C5H9NS molecule.

The geometry in ORCA input format:
```
! wB97M-V def2-TZVPD RIJCOSX def2/J DEFGRID3
* xyz 0 1
N -0.8832 -1.8031 -0.4538
C -0.4411 -0.7711 0.5307
C -1.0224 0.6729 0.1757
C 0.2085 1.5799 -0.2411
C 1.2037 0.4192 -0.5358
S 2.6990 -0.4828 -0.0057
C 1.0202 -0.4081 0.6634
H -0.6656 -2.7621 -0.1840
H -0.5610 -1.7118 -1.4170
H -0.8718 -1.1202 1.4905
H -1.5115 1.1746 1.0506
H -1.7519 0.6289 -0.6455
H 0.0165 2.2032 -1.1036
H 0.5962 2.2542 0.5427
H 0.8042 -0.0402 -1.4475
H 1.1601 0.1665 1.5806
*
```

## Properties
SMILES   N[C@@H]1CC[C@H]2S[C@H]12
Largest force on an atom   2.3 eV/A
HOMO energy   -8.77 eV

ORCA calculation (ωB97M-V/def2-TZVPD) on a single C5H9NS molecule.

The geometry in ORCA input format:
```
! wB97M-V def2-TZVPD RIJCOSX def2/J DEFGRID3
* xyz 0 1
C -0.8434 0.1742 1.5913
C -0.5972 0.3092 0.1269
C 0.3076 1.3742 -0.4610
S 1.9802 0.5246 -0.4498
C 1.3228 -1.0604 -0.2322
C -0.1009 -0.8489 -0.7812
N -1.5639 -0.6333 -0.6301
H -1.2186 -0.8130 1.8882
H 0.1994 0.2944 1.8990
H -1.3958 0.9037 2.2284
H 0.0711 1.6279 -1.4905
H 0.2387 2.3302 -0.0216
H 1.8143 -1.7286 -0.8761
H 1.4528 -1.4917 0.7293
H 0.0857 -0.4525 -1.7767
H -1.7528 -0.5099 -1.7440
*
```

## Properties
SMILES   C[C@@]12CSC[C@H]1N2
Largest force on an atom   4.4 eV/A
HOMO energy   -8.31 eV

ORCA calculation (ωB97M-V/def2-TZVPD) on a single C5H9NS molecule.

The geometry in ORCA input format:
```
! wB97M-V def2-TZVPD RIJCOSX def2/J DEFGRID3
* xyz 0 1
N 1.0757 -1.4001 0.0316
C -0.0319 -0.7444 -0.7169
C 0.3639 0.5168 -1.3970
C 0.8371 1.4121 -0.2612
S -0.1499 0.8848 1.3762
C -1.1149 -0.1864 0.2768
C -1.1764 -1.5712 -0.5430
H 1.2033 -0.4930 0.6395
H 1.9960 -1.5307 -0.7389
H 1.1151 0.0912 -2.1224
H -0.3205 1.0276 -2.1064
H 0.4749 2.4483 -0.3677
H 1.9963 1.4451 -0.0880
H -1.8523 0.3410 -0.4267
H -2.1621 -1.6077 -1.0409
H -0.8491 -2.6399 -0.1405
*
```

## Properties
SMILES   N[C@]12CCS[C@@H]1C2
Largest force on an atom   4.6 eV/A
HOMO energy   -8.68 eV

ORCA calculation (ωB97M-V/def2-TZVPD) on 2 unconnected molecules or ions with the total composition C5H9NS.

The geometry in ORCA input format:
```
! wB97M-V def2-TZVPD RIJCOSX def2/J DEFGRID3
* xyz 0 1
C -1.6495 1.8012 0.9815
C -1.5104 0.5435 0.6074
N -1.3271 -0.5284 0.0236
S -1.6316 -1.3302 -1.3461
H -0.8844 2.5321 0.7532
H -2.4089 2.1343 1.6097
H -2.8590 -0.8342 -1.8227
C 1.4650 -0.5680 -1.5104
C 1.0218 -0.7961 -0.2580
C 1.4003 -0.1690 1.0166
H 1.0673 -1.0296 -2.3076
H 2.4602 -0.1683 -1.6516
H 0.4402 -1.6751 -0.0728
H 2.3233 0.4220 0.8170
H 0.5922 0.5016 1.2762
H 1.5006 -0.8356 1.8838
*
```

## Properties
SMILES   C=C=NS.C=CC
Largest force on an atom   4.4 eV/A
HOMO energy   -8.26 eV

ORCA calculation (ωB97M-V/def2-TZVPD) on a single C5H9NS molecule.

The geometry in ORCA input format:
```
! wB97M-V def2-TZVPD RIJCOSX def2/J DEFGRID3
* xyz 0 1
S -3.3800 -0.2330 0.0889
C -2.0348 0.6780 -0.0800
N -0.7835 0.2809 -0.0787
C 0.3763 1.2287 -0.1385
C 1.5030 0.2924 0.3668
C 1.0566 -1.0935 -0.1618
C -0.4292 -1.1424 0.0100
H -2.1601 1.7794 -0.0676
H 0.5452 1.5697 -1.2032
H 0.2012 2.1216 0.5056
H 1.4770 0.3005 1.4812
H 2.4991 0.5088 0.0200
H 1.5294 -1.9337 0.3041
H 1.2700 -1.1151 -1.2251
H -0.7527 -1.5306 0.9712
H -0.9174 -1.7118 -0.7931
*
```

## Properties
SMILES   S=CN1CCCC1
Largest force on an atom   1.6 eV/A
HOMO energy   -8.05 eV

ORCA calculation (ωB97M-V/def2-TZVPD) on a single C5H9NSi molecule.

The geometry in ORCA input format:
```
! wB97M-V def2-TZVPD RIJCOSX def2/J DEFGRID3
* xyz 0 1
C -0.2491 -0.7143 1.7784
C 0.1473 -1.6580 0.9345
C -0.3815 0.5815 1.3304
C 0.7546 -1.2877 -0.4281
C 0.6855 0.2341 -0.6207
N -0.6552 1.7323 1.6482
Si -0.5181 0.9863 -1.7529
H -0.4490 -1.0847 2.7237
H 0.1872 -2.8090 1.2359
H 1.6674 -1.8370 -0.2218
H 0.2760 -1.7536 -1.1809
H 1.5419 0.9779 -0.4058
H -0.5620 2.5925 1.1583
H -1.8518 0.3614 -2.2075
H 0.1804 1.5593 -3.0023
H -0.7737 2.1190 -0.9895
*
```

## Properties
Largest force on an atom   5.5 eV/A
HOMO energy   -7.78 eV

ORCA calculation (ωB97M-V/def2-TZVPD) on a gas-phase ion, C5H9O (charge +1).

The geometry in ORCA input format:
```
! wB97M-V def2-TZVPD RIJCOSX def2/J DEFGRID3
* xyz 1 1
C 0.2836 1.0066 1.3737
C 0.2147 -0.4609 0.9684
C -0.2649 1.0561 -0.8646
C -0.2308 -1.5526 -1.3237
C 0.0596 1.8314 0.1635
O -0.2047 -0.4103 -0.4223
H -0.4581 1.1151 2.1734
H 1.2358 1.2030 1.7793
H 1.0798 -1.0760 0.8445
H -0.4693 -1.1262 1.4688
H -0.6578 1.1899 -1.9190
H -0.9709 -1.3386 -2.0056
H 0.7145 -1.8004 -1.6439
H -0.6831 -2.4832 -0.6838
H 0.3516 2.8463 0.0912
*
```

## Properties
Largest force on an atom   5.4 eV/A
HOMO energy   -14.60 eV

ORCA calculation (ωB97M-V/def2-TZVPD) on 2 unconnected molecules or ions with the total composition C5H9O.

The geometry in ORCA input format:
```
! wB97M-V def2-TZVPD RIJCOSX def2/J DEFGRID3
* xyz 1 1
C 2.8948 0.7831 -0.0952
C -1.1601 0.2386 0.2950
C -0.6183 -0.9204 -0.1618
C -2.4206 0.6974 -0.2960
C 0.5395 -1.5082 0.3211
O 2.5259 -0.2752 -0.5634
H 4.0304 1.0374 -0.1275
H 2.1569 1.5409 0.4104
H -0.6332 0.7046 1.1382
H -1.1919 -1.4232 -0.8861
H -2.2489 1.6320 -0.9021
H -2.7779 -0.2134 -0.8170
H -2.9514 1.1681 0.5362
H 0.7346 -2.5227 0.2015
H 1.1203 -0.9390 0.9467
*
```

## Properties
Largest force on an atom   3.1 eV/A
HOMO energy   -14.35 eV

Number 1: HOMO-LUMO gap 9.719 eV. Number 2: HOMO-LUMO gap 9.089 eV. Number 3: HOMO-LUMO gap 9.512 eV. Number 4: HOMO-LUMO gap 8.866 eV. Number 5: HOMO-LUMO gap 8.833 eV. Number 6: HOMO-LUMO gap 8.245 eV. Number 7: HOMO-LUMO gap 11.470 eV. Number 8: HOMO-LUMO gap 7.723 eV.